Formula: C4H9N3O
Source: the OMol25 dataset
Level of theory: ωB97M-V/def2-TZVPD

Values from the calculation:
gap between HOMO and LUMO: 9.6 eV
HOMO energy: -0.31550 Eh
DFT total energy: -397.27153 Ha
net charge: 0

XYZ file:
```
17
C4H9N3O, DFT ωB97M-V/def2-TZVPD
C 1.7657 -0.2950 0.5790
C 0.5101 1.4269 -0.5713
N 0.7510 0.0139 -0.4067
C -1.4471 -0.2136 1.8779
C -0.1863 -0.9124 -0.7627
O 0.1268 -2.1746 -0.3856
N -2.3963 0.3727 1.5782
N -1.2721 -0.7707 -1.4189
H -0.5928 -2.7382 -0.7078
H -3.2267 0.8391 1.2856
H -1.4942 0.1772 -1.6966
H 1.8516 -1.3758 0.6776
H 2.7258 0.1204 0.2507
H 0.0911 1.8748 0.3392
H 1.4631 1.9142 -0.7917
H -0.1739 1.6075 -1.4035
H 1.5043 0.1335 1.5564
```

natural (NBO) population analysis, charges in e, atoms 1 to 8: -0.409 -0.401 -0.449 0.285 0.721 -0.693 -0.728 -0.837


Formula: C22H53Cl4N3
Source: the OMol25 dataset
Level of theory: ωB97M-V/def2-TZVPD

Values from the calculation:
gap between HOMO and LUMO: 8.2 eV
HOMO energy: -0.28229 Eh
DFT total energy: -2874.46965 Ha
SMILES: CCN(CC)CC.CCN(CC)CC.CCN(CC)CC.ClCCCl.ClCCCl
net charge: 0

XYZ file:
```
82
C22H53Cl4N3, DFT ωB97M-V/def2-TZVPD
Cl 4.3705 -4.7396 -0.5826
C 4.3970 -3.4695 0.5981
C 3.2731 -2.3678 0.4002
Cl 3.6703 -1.3622 -1.0101
H 5.4137 -3.1003 0.8847
H 4.0706 -4.0959 1.3871
H 3.2765 -1.7027 1.3882
H 2.3671 -2.7593 0.3212
Cl -0.2157 -1.9645 -0.5989
C -0.5737 -0.5318 -1.6387
C 0.3844 0.5718 -1.2644
Cl -0.1335 2.0536 -2.0503
H -1.7031 -0.2956 -1.3942
H -0.3516 -0.7190 -2.7349
H 1.3577 0.1148 -1.6382
H 0.5693 1.0856 -0.2427
C 2.8139 0.9439 3.2379
C 1.8327 2.2832 3.0693
N 1.6635 2.6529 1.6544
C 0.5200 3.3796 1.3711
C 0.1208 4.3911 2.2151
C 2.8890 3.3125 1.1692
C 3.1597 3.0646 -0.3353
H 3.7725 1.3841 3.1735
H 2.5317 0.2861 2.5055
H 2.5986 0.5379 4.1930
H 2.2050 3.0319 3.7851
H 0.8347 1.8283 3.5055
H -0.4752 2.7056 1.5638
H 0.4394 3.6164 0.3379
H 0.2409 4.5800 3.3635
H -1.0336 4.6358 2.1888
H 0.7315 5.1207 1.6388
H 3.9620 3.0437 1.5546
H 2.9321 4.1830 1.5728
H 4.1569 3.2871 -0.2452
H 2.5047 3.7212 -0.9886
H 3.1115 2.0157 -0.6303
C -6.5036 0.3480 2.4708
C -5.4740 0.8367 1.4294
N -4.9575 2.1908 1.7510
C -3.6715 2.5677 1.4309
C -3.2309 2.0812 0.2083
C -5.8896 3.3263 1.5922
C -5.8584 4.0969 2.8514
H -6.8865 -0.6307 2.0688
H -7.3641 0.8534 2.6510
H -6.0759 0.3009 3.4035
H -5.9281 0.6806 0.5059
H -4.5260 0.1532 1.4870
H -3.1973 1.8918 2.0789
H -3.3605 3.3970 2.0252
H -3.5112 1.4493 -0.5121
H -2.2180 1.9659 0.1945
H -3.2875 2.9030 -0.4532
H -6.9507 3.0945 1.2932
H -5.5095 4.1579 0.8299
H -5.8851 3.3665 3.7071
H -6.7509 4.6647 3.0437
H -5.1227 4.6121 3.0279
C 0.3181 -4.3903 -1.0368
C 1.7353 -3.9840 -1.7086
N 1.7186 -4.5206 -3.0993
C 1.0172 -3.7636 -3.9902
C 1.1621 -2.3246 -3.9844
C 3.1956 -4.5321 -3.4946
C 3.4944 -5.4759 -4.6561
H 0.5018 -4.0361 0.0430
H 0.0398 -5.3431 -1.1674
H -0.4174 -3.6278 -1.3211
H 2.4558 -4.7722 -1.0560
H 2.0256 -3.1272 -1.3594
H -0.0478 -3.7938 -3.6678
H 1.0890 -4.0877 -4.9804
H 1.5364 -1.8057 -3.1521
H 0.1697 -1.9056 -4.2994
H 1.9198 -2.0054 -4.5968
H 3.8419 -4.7540 -2.6739
H 3.5852 -3.6096 -3.7799
H 3.2701 -5.0736 -5.6271
H 3.3340 -6.5552 -4.4202
H 4.5294 -5.5425 -4.7819
```

Mulliken population analysis, charges in e, atoms 1 to 8: -0.196 -0.558 0.886 -0.186 0.404 0.369 0.001 -0.418


Formula: C14H18ClN3S
Source: the OMol25 dataset
Level of theory: ωB97M-V/def2-TZVPD

Values from the calculation:
gap between HOMO and LUMO: 8.4 eV
HOMO energy: -0.29144 Eh
DFT total energy: -1566.90336 Ha
SMILES: C=CCNC(=S)N1CCN(c2ccccc2Cl)CC1
net charge: 0

XYZ file:
```
37
C14H18ClN3S, DFT ωB97M-V/def2-TZVPD
C 2.7515 3.0659 -5.0461
C 2.2956 3.0860 -3.8079
C 3.0106 2.4891 -2.6354
N 2.1523 1.5908 -1.8942
C 1.6564 1.8646 -0.6667
N 0.7111 1.0335 -0.1654
C 0.3393 1.0889 1.2330
H -0.6275 1.5920 1.3518
C 0.2832 -0.3233 1.8056
N -0.7220 -1.1180 1.1155
C -1.6316 -1.8844 1.8193
C -2.9878 -1.9202 1.4700
C -3.8966 -2.7033 2.1538
C -3.4888 -3.4802 3.2228
C -2.1514 -3.4856 3.5769
C -1.2385 -2.7177 2.8788
Cl 0.4327 -2.8892 3.3242
H -1.8019 -4.1056 4.3879
H -4.1951 -4.0858 3.7678
H -4.9335 -2.6952 1.8528
H -3.3418 -1.3094 0.6556
C -1.0821 -0.6126 -0.1888
H -1.5049 -1.4331 -0.7758
C 0.1640 -0.0903 -0.8992
H -0.1266 0.2284 -1.9070
H 0.8984 -0.9045 -0.9813
H -1.8256 0.1986 -0.1431
H 1.2726 -0.7858 1.6993
H 0.0441 -0.2623 2.8686
H 1.0914 1.6790 1.7615
S 2.1937 3.1717 0.2042
H 1.7886 0.8085 -2.4138
H 3.9041 1.9483 -2.9625
H 3.3079 3.2800 -1.9371
H 1.3492 3.5544 -3.5712
H 2.2139 3.5202 -5.8604
H 3.6949 2.6068 -5.2937
```

natural (NBO) population analysis, charges in e, atoms 1 to 8: -0.391 -0.184 -0.277 -0.595 0.314 -0.429 -0.239 0.194


Formula: C18H33F5GeN4O4RhTe
Source: the OMol25 dataset
Level of theory: ωB97M-V/def2-TZVPD

Values from the calculation:
gap between HOMO and LUMO (spin up / spin down): 8.4 / 5.9 eV
HOMO energy (spin up / spin down): -0.55865 / -0.57261 Eh
DFT total energy: -4179.93066 Ha
2S+1: 6
net charge: +2

XYZ file:
```
67
C18H33F5GeN4O4RhTe, DFT ωB97M-V/def2-TZVPD
Rh 0.0838 0.1071 0.6397
C -0.5635 2.9932 -3.0958
C 0.5929 2.2216 -2.4859
C 1.4033 1.5079 -3.5530
C 1.4786 3.1005 -1.6230
O 0.0139 1.2259 -1.5706
Ge -0.9035 -0.2282 -2.0010
O 0.1164 -1.4350 -1.1191
C 1.0880 -2.3894 -1.6439
C 2.4089 -1.6836 -1.9753
C 0.5346 -2.9843 -2.9326
C 1.2039 -3.4861 -0.5988
O -1.9608 -0.0241 -0.5618
C -3.1803 -0.7694 -0.2311
C -3.6293 -1.5295 -1.4693
C -4.2045 0.2651 0.1939
C -2.8352 -1.7219 0.9020
H -0.1896 3.8062 -3.7180
H -1.1974 3.4187 -2.3172
H -1.1812 2.3513 -3.7304
H 1.7889 2.2247 -4.2773
H 0.7855 0.7940 -4.1112
H 2.2441 0.9817 -3.1064
H 2.0337 3.7909 -2.2580
H 2.1793 2.4984 -1.0471
H 0.8815 3.6932 -0.9280
H 2.3501 -1.2721 -2.9859
H 3.2179 -2.4150 -1.9411
H 3.6049 -0.3454 -1.1631
H 0.3520 -2.2093 -3.6838
H -0.3946 -3.5206 -2.7388
H 1.2477 -3.6873 -3.3637
H 1.5614 -3.1492 0.3721
H 1.9045 -4.2480 -0.9398
H 0.2277 -3.9511 -0.4576
H -3.8121 -0.8436 -2.3003
H -4.5592 -2.0642 -1.2785
H -2.8821 -2.2727 -1.7662
H -4.4296 0.9472 -0.6257
H -3.8310 0.8462 1.0383
H -5.1307 -0.2224 0.4989
H -2.0010 -2.3693 0.6201
H -3.6919 -2.3541 1.1359
H -2.5719 -1.1660 1.8042
N -0.0242 3.0956 3.7161
C -0.3708 3.9923 2.7819
C -0.7130 3.2491 1.6358
N -0.5634 1.9590 1.8877
C -0.1451 1.8474 3.1671
C 0.0649 0.5817 3.7112
N -0.1258 -0.5236 2.9429
C 0.0730 -1.5734 3.7225
C 0.4316 -1.1366 5.0224
N 0.4048 0.1976 4.9804
H 0.3008 3.3305 4.6433
H -0.3492 5.0553 2.9574
H -1.0308 3.6235 0.6768
H 0.0179 -2.5918 3.3757
H 0.7052 -1.6957 5.9023
H 0.6731 0.7986 5.7473
F 4.2071 0.1266 1.2183
Te 2.6810 -0.8922 1.5274
F 1.8152 1.2343 1.0561
F 2.7642 0.0291 3.2104
F 3.8203 -2.2108 0.7713
F 2.5329 -2.3269 2.8134
O 2.6761 -0.6016 -1.0737
```

natural (NBO) population analysis, charges in e, atoms 1 to 8: 1.325 -0.631 0.276 -0.637 -0.625 -0.937 1.898 -0.967


> net charge of number 3 (C14H18ClN3S)?

0